1.
ORCA calculation (ωB97M-V/def2-TZVPD) on CH2FNOS in the gas phase in a non-equilibrium geometry.

```
7
Properties=species:S:1:pos:R:3
C 0.8518 -0.0674 -0.0853
N -0.2999 0.5658 -0.1044
O 1.0062 -1.3361 0.0629
F 1.8742 0.7996 -0.3534
S -1.7949 -0.2138 -0.2068
H -0.1820 1.5429 0.0689
H -1.4555 -1.2910 0.6181
```

## Properties
- orbital gap (eV) = 10.1
- energy above the lowest of the compared OMol25 structures with the same formula, charge and spin (eV) = 0.292
- E_LUMO (eV) = 0.389
- 2S+1 = 1
- E_tot (eV) = -18159.2337

Here are the natural (NBO) charges for atoms 1 to 4, given in e: atom 1 (C): 0.94, atom 2 (N): -0.78, atom 3 (O): -0.62, atom 4 (F): -0.33


2.
ORCA calculation (ωB97M-V/def2-TZVPD) on a molecular structure, CH2FNaO2 in a non-equilibrium geometry.

```
7
Properties=species:S:1:pos:R:3
H -0.7224 -1.1088 -0.3492
F 1.6095 -0.1356 -1.0414
O 0.0737 -0.2969 0.4779
C 1.2780 -0.0851 0.1482
H 1.9626 0.2965 0.9184
O -0.9143 0.0490 -0.4547
Na -3.2871 1.2808 0.3008
```

## Properties
- charge = +2
- orbital gap (eV) = 11.5
- energy above the lowest of the compared OMol25 structures with the same formula, charge and spin (eV) = 0.000
- E_LUMO (eV) = -11.467
- 2S+1 = 1
- E_tot (eV) = -12274.2744

Here are the natural (NBO) charges for atoms 1 to 4, given in e: atom 1 (H): 0.59, atom 2 (F): -0.13, atom 3 (O): -0.23, atom 4 (C): 0.88


3.
ORCA calculation (ωB97M-V/def2-TZVPD) on a molecular structure, CH2FO4S in a non-equilibrium geometry.

```
9
Properties=species:S:1:pos:R:3
C 1.0500 -0.4962 0.2325
O -0.9769 -0.2379 -1.5877
O -1.4446 -0.1916 0.8473
O -0.6933 -2.2969 -0.2591
O 1.9828 -0.3618 -0.4985
F 1.3165 -0.9168 1.5105
S -0.7435 -0.8140 -0.2760
H -0.0577 2.3123 0.0395
H -0.4334 3.0029 -0.0085
```

## Properties
- charge = -1
- orbital gap (eV) = 9.9
- energy above the lowest of the compared OMol25 structures with the same formula, charge and spin (eV) = 1.016
- E_LUMO (eV) = 4.134
- 2S+1 = 1
- E_tot (eV) = -22813.1800

Here are the natural (NBO) charges for atoms 1 to 4, given in e: atom 1 (C): 0.56, atom 2 (O): -0.97, atom 3 (O): -0.99, atom 4 (O): -0.98


4.
ORCA calculation (ωB97M-V/def2-TZVPD) on a gas-phase ion, CH2FO4S (charge -1) in a non-equilibrium geometry.

```
9
Properties=species:S:1:pos:R:3
C 0.8712 0.0722 0.4182
O -1.5374 -0.7417 0.9871
O -0.5518 -1.8438 -0.9120
O -1.1605 0.4428 -1.1508
O 0.7047 1.5501 -0.1039
F 2.0290 -0.3935 -0.0996
S -0.7898 -0.6377 -0.2287
H 0.6649 0.0962 1.5680
H -0.2304 1.4553 -0.4784
```

## Properties
- charge = -1
- orbital gap (eV) = 9.9
- energy above the lowest of the compared OMol25 structures with the same formula, charge and spin (eV) = 1.132
- E_LUMO (eV) = 4.229
- 2S+1 = 1
- E_tot (eV) = -22813.0644

Here are the natural (NBO) charges for atoms 1 to 4, given in e: atom 1 (C): 0.17, atom 2 (O): -1.01, atom 3 (O): -1.01, atom 4 (O): -1.02